Entry 1:
A gas-phase ion, C5H14N (charge +1), computed with wB97M-V/def2-TZVPD.

Each line ends with the natural charge from an NBO analysis.
Geometry (Å):
C: 0.31 -0.12 -1.76  -0.643
C: -0.58 0.37 -0.63  -0.220
C: -2.08 0.14 -1.11  -0.620
C: -0.30 -0.59 0.63  -0.443
C: 1.14 -0.64 1.20  -0.216
N: 1.57 0.72 1.84  -0.676
H: 1.38 0.25 -1.73  0.203
H: -0.15 0.37 -2.65  0.239
H: 0.26 -1.23 -1.94  0.226
H: -0.52 1.45 -0.39  0.202
H: -2.71 0.56 -0.26  0.213
H: -2.42 0.64 -2.03  0.239
H: -2.37 -0.94 -1.21  0.219
H: -1.09 -0.42 1.45  0.228
H: -0.55 -1.54 0.24  0.249
H: 1.90 -0.87 0.44  0.239
H: 1.17 -1.36 2.02  0.239
H: 0.84 1.38 1.78  0.436
H: 1.87 0.69 2.79  0.443
H: 2.34 1.16 1.31  0.444

E_HOMO, eV: -14.864
Charge: +1
HOMO-LUMO gap, eV: 11.1
SMILES: CC(C)CC[NH3+]


Entry 2:
2 unconnected molecules or ions with the total composition C5H9NS, computed with wB97M-V/def2-TZVPD.

Each line ends with the natural charge from an NBO analysis.
Geometry (Å):
C: 0.02 0.93 -0.05  0.224
C: -1.54 -1.61 -0.60  0.003
C: 1.22 1.85 -0.21  -0.662
C: -0.89 1.37 1.03  -0.685
C: -1.13 -2.84 -1.31  -0.746
N: -0.06 -0.04 -0.77  -0.406
S: -2.73 -1.39 0.37  0.141
H: 1.82 1.47 -1.02  0.232
H: 1.95 1.56 0.63  0.228
H: 0.93 2.91 -0.38  0.227
H: -1.57 2.12 0.68  0.228
H: -0.29 1.87 1.75  0.218
H: -1.43 0.48 1.34  0.236
H: -0.03 -2.82 -1.40  0.256
H: -1.70 -2.82 -2.36  0.260
H: -1.46 -3.84 -0.81  0.248

E_HOMO (spin up / spin down), eV: -7.651 / -7.371
Charge: 0
HOMO-LUMO gap (spin up / spin down), eV: 7.6 / 7.2


Entry 3:
2 unconnected molecules or ions with the total composition C2H3O2S2, computed with wB97M-V/def2-TZVPD.

Each line ends with the natural charge from an NBO analysis.
Geometry (Å):
C: 1.34 -0.64 -0.43  -0.153
C: 0.60 0.56 -0.56  -0.810
O: -2.04 -0.49 2.01  -0.965
O: -2.19 -0.51 -0.43  -0.979
S: 2.68 -0.59 0.47  -0.105
S: -1.64 -1.17 0.79  1.315
H: -0.52 0.43 -0.65  0.274
H: 0.75 1.35 0.23  0.199
H: 1.02 1.05 -1.43  0.224

E_HOMO (spin up / spin down), eV: -1.836 / -3.907
Charge: -1
HOMO-LUMO gap (spin up / spin down), eV: 4.4 / 7.4


Entry 4:
A molecular structure, C16H19ClN2O6S, computed with wB97M-V/def2-TZVPD.

Each line ends with the natural charge from an NBO analysis.
Geometry (Å):
C: 0.68 6.02 -2.37  -0.631
C: 1.98 5.48 -1.80  -0.071
H: 2.42 6.18 -1.05  0.181
H: 2.76 5.39 -2.65  0.197
O: 1.81 4.34 -1.28  -0.444
C: 1.92 3.34 -1.77  0.801
O: 2.06 3.34 -2.89  -0.657
C: 1.84 2.01 -0.91  -0.240
C: 3.09 1.14 -0.92  -0.342
C: 2.71 -0.11 0.00  -0.503
C: 1.69 -0.80 -0.37  -0.170
N: 0.51 0.08 -0.58  -0.664
S: -0.54 0.24 0.79  2.305
O: -1.26 1.36 0.93  -0.896
O: 0.53 0.20 1.95  -1.023
C: -1.40 -1.12 1.08  -0.442
C: -1.33 -2.09 2.05  -0.175
C: -1.95 -3.21 2.19  0.207
C: -2.80 -3.72 1.23  0.168
C: -3.05 -2.62 0.23  -0.253
C: -2.26 -1.54 -0.04  -0.029
Cl: -2.45 -0.29 -1.12  0.096
H: -3.73 -2.90 -0.52  0.208
N: -3.63 -4.58 1.47  -0.565
C: -3.19 -5.84 2.16  0.546
O: -4.14 -6.71 2.45  -0.518
C: -2.27 -5.44 2.95  -0.213
H: -1.20 -6.13 2.59  0.247
O: -1.73 -4.00 3.26  -0.437
H: -2.30 -5.88 4.09  0.300
H: -4.35 -4.90 0.75  0.424
H: -0.40 -1.92 2.71  0.279
C: 0.57 1.24 -1.24  -0.278
H: -0.44 1.90 -1.28  0.263
H: 0.65 1.03 -2.38  0.196
H: 1.38 -1.69 0.36  0.253
H: 1.70 -1.32 -1.59  0.174
H: 3.54 -0.62 0.18  0.234
H: 2.65 0.22 1.09  0.269
H: 4.01 1.81 -0.37  0.218
H: 3.05 0.90 -1.76  0.160
H: 1.64 2.65 0.38  0.179
H: 0.40 5.37 -3.21  0.225
H: -0.13 6.20 -1.75  0.213
H: 0.96 7.00 -3.04  0.207

E_HOMO, eV: -8.605
Charge: 0
HOMO-LUMO gap, eV: 7.2


Entry 5:
2 unconnected molecules or ions with the total composition C2H5IN, computed with wB97M-V/def2-TZVPD.

Each line ends with the natural charge from an NBO analysis.
Geometry (Å):
C: 0.14 0.75 -0.17  -0.280
C: 1.04 -0.40 -0.19  -0.263
N: -0.16 -0.41 0.66  -0.565
I: 2.99 -0.32 0.50  0.363
H: 0.61 1.63 0.24  0.260
H: -0.65 1.01 -0.85  0.263
H: 0.73 -1.48 -1.30  0.291
H: 0.07 -0.21 1.63  0.450
H: -1.00 -1.03 0.41  0.481

E_HOMO, eV: -14.402
Charge: +1
HOMO-LUMO gap, eV: 10.0


Entry 6:
4 unconnected molecules or ions with the total composition C5H17B2NO5S, computed with wB97M-V/def2-TZVPD.

Each line ends with the natural charge from an NBO analysis.
Geometry (Å):
C: 2.50 -1.54 0.20  -0.284
O: 2.02 -0.19 0.27  -0.723
B: 0.62 -0.11 0.36  0.836
O: 0.08 0.80 1.28  -0.877
B: -0.32 -1.07 -0.64  0.438
N: -1.71 -1.40 -0.14  -0.650
C: -1.61 -2.32 0.62  0.255
S: -1.22 -3.30 1.84  -0.032
H: 1.96 -2.25 0.88  0.180
H: 2.49 -1.94 -0.86  0.179
H: 3.58 -1.58 0.50  0.230
H: 0.81 1.28 1.73  0.502
H: 0.04 -1.53 -1.68  -0.059
C: 5.65 -4.17 1.94  -0.247
O: 5.20 -3.38 0.84  -0.730
H: 5.64 -3.56 2.83  0.186
H: 4.99 -5.03 2.07  0.164
H: 6.67 -4.52 1.75  0.165
H: 5.22 -3.94 0.06  0.465
C: -2.70 2.85 0.34  -0.249
O: -1.81 2.49 -0.71  -0.730
H: -3.11 3.84 0.12  0.186
H: -3.52 2.13 0.40  0.163
H: -2.16 2.89 1.29  0.168
H: -1.46 1.62 -0.49  0.465
C: -4.28 3.93 -2.54  -0.248
O: -5.39 4.58 -1.93  -0.727
H: -3.36 4.41 -2.21  0.188
H: -4.26 2.88 -2.25  0.167
H: -4.35 4.01 -3.63  0.159
H: -6.18 4.13 -2.24  0.461

E_HOMO, eV: -9.462
Charge: 0
HOMO-LUMO gap, eV: 8.7
SMILES: COB(O)BN=C=S.CO.CO.CO